Entry 1:
{"formula": "C24H29Co2O8Si2", "method": "ωB97M-V/def2-TZVPD", "species": ["C", "Si", "C", "C", "O", "C", "C", "C", "O", "Si", "C", "C", "C", "H", "H", "H", "H", "H", "H", "H", "H", "H", "H", "H", "H", "H", "H", "H", "H", "H", "H", "H", "H", "H", "H", "O", "C", "Co", "C", "O", "C", "O", "C", "C", "C", "C", "C", "C", "C", "C", "C", "Co", "C", "O", "C", "O", "C", "O", "H", "H", "H", "H", "H", "H", "H"], "positions_angstrom": [[3.66756, 2.35130, -0.23217], [3.68476, 1.49392, -1.87083], [4.20535, 2.69252, -3.20108], [4.51912, -0.14801, -1.98822], [2.01467, 1.26395, -2.28174], [1.04477, 0.48895, -1.80883], [1.11384, -0.62855, -1.00444], [-0.11876, -1.35935, -0.77748], [-0.17362, 0.83872, -2.15855], [-0.82359, 2.29868, -2.79819], [-1.85936, 2.88294, -1.36067], [0.42180, 3.63002, -3.15162], [-1.70850, 1.62310, -4.28116], [4.71562, 2.46717, 0.09076], [3.20960, 3.34873, -0.32231], [3.09783, 1.80299, 0.53043], [5.27907, 2.90444, -3.08671], [4.02348, 2.28745, -4.20466], [3.65661, 3.64091, -3.13180], [5.57064, -0.03490, -1.67810], [4.03802, -0.91291, -1.36682], [4.48906, -0.50049, -3.02953], [2.05437, -1.16649, -0.96326], [0.11732, -2.11336, -0.03623], [-0.90347, -0.71349, -0.36693], [-0.51611, -1.87525, -1.66804], [-2.31751, 3.85881, -1.58683], [-2.66579, 2.17554, -1.12164], [-1.24529, 2.99655, -0.45319], [-0.16123, 4.51477, -3.46363], [1.00340, 3.91393, -2.26404], [1.12004, 3.37801, -3.96029], [-2.30954, 2.40551, -4.77340], [-0.97903, 1.22848, -5.00585], [-2.35472, 0.77681, -3.99512], [-3.64229, 0.22018, -0.42888], [-3.29984, 0.11489, 0.69219], [-3.15035, -1.18538, 2.06286], [-4.89527, -1.51999, 1.99345], [-5.99419, -1.87532, 1.99522], [-2.76358, -2.73187, 1.28474], [-2.68457, -3.73532, 0.70752], [-2.52744, -0.21986, 3.41370], [-1.67973, -1.29908, 3.07318], [-0.45421, -1.82981, 3.30606], [-0.16759, -3.25095, 3.03972], [-0.46121, -4.27164, 3.96727], [-0.24198, -5.59977, 3.61260], [0.33580, -5.91974, 2.36836], [0.63373, -4.89822, 1.45316], [0.40441, -3.57604, 1.80577], [-2.29764, 1.32275, 2.23483], [-2.98112, 2.90803, 1.83732], [-3.38360, 3.98098, 1.67445], [-0.61160, 1.38656, 1.75056], [0.47817, 1.40786, 1.34431], [-1.92869, 2.29312, 3.68539], [-1.74714, 2.99794, 4.58994], [-2.96242, -0.02535, 4.39420], [0.26393, -1.30808, 3.95013], [-0.87738, -3.98455, 4.93968], [-0.51101, -6.38925, 4.31613], [0.50342, -6.96010, 2.07391], [1.04679, -5.12534, 0.46454], [0.68619, -2.73809, 1.16988]], "forces_ev_per_angstrom": [[0.35, 0.01, 0.34], [-2.58, 0.06, -0.43], [0.31, 0.00, -0.10], [0.51, -0.18, 0.02], [1.56, 0.58, -0.28], [0.19, -2.42, 1.99], [1.66, 1.91, -2.54], [-1.00, -0.82, 0.74], [-0.83, 1.75, -1.11], [0.40, -1.31, 1.53], [-0.44, 0.29, -0.27], [0.11, 0.39, -0.48], [-0.26, 0.17, -0.43], [-0.34, 0.10, 0.19], [0.20, -0.29, -0.07], [0.23, 0.02, -0.20], [-0.20, 0.05, -0.19], [0.14, 0.00, 0.20], [0.11, -0.23, 0.13], [-0.22, -0.24, -0.13], [0.20, 0.29, -0.06], [0.07, 0.11, 0.24], [0.06, 0.26, 0.41], [-0.71, 0.05, -0.42], [0.05, -0.25, -0.09], [0.02, 0.20, 0.14], [0.05, -0.17, 0.16], [0.26, 0.19, -0.10], [-0.07, -0.04, -0.40], [0.23, -0.15, 0.05], [-0.22, -0.19, -0.16], [-0.15, 0.05, 0.19], [0.08, -0.36, 0.03], [-0.15, 0.21, 0.18], [0.15, 0.42, 0.02], [0.37, 0.27, 1.70], [0.39, -0.57, -1.25], [-2.44, -0.99, -4.04], [-1.22, 0.18, 1.36], [0.88, 0.20, -0.39], [-0.21, -1.00, -2.22], [0.10, 1.37, 1.37], [1.26, 0.18, 2.37], [2.21, 0.97, 2.45], [-1.19, 0.42, 0.98], [0.43, -0.30, -0.51], [0.01, 0.41, -0.57], [0.42, -0.11, -0.24], [-0.42, 0.27, -0.17], [0.12, -0.35, 0.21], [0.17, -0.22, 0.59], [-0.39, 1.48, 0.83], [-1.61, 0.90, -1.35], [0.58, -0.94, 0.20], [3.20, -1.22, -2.44], [-1.96, 0.39, 1.18], [-0.78, -0.02, 1.97], [0.15, -1.07, -1.56], [0.41, -0.19, -0.04], [-0.32, -0.04, 0.01], [0.07, -0.22, -0.41], [0.14, 0.11, -0.21], [-0.08, 0.32, 0.23], [-0.09, -0.05, 0.40], [0.02, -0.66, 0.44]], "e_tot_ev": -132748.998, "fmax_ha_per_bohr": 0.0938, "total_charge": -1}

***

Entry 2:
{"formula": "C6H11N", "method": "ωB97M-V/def2-TZVPD", "species": ["C", "C", "C", "C", "C", "C", "N", "H", "H", "H", "H", "H", "H", "H", "H", "H", "H", "H"], "positions_angstrom": [[-0.33750, 0.62693, 1.00018], [0.11348, -1.45039, -0.20759], [1.44891, -1.57230, -0.84243], [-0.73681, -2.66525, -0.04911], [0.08226, 3.03727, 0.57010], [-0.87358, 1.96026, 0.40628], [-0.26500, -0.34306, 0.26137], [1.32473, -2.53929, -1.28508], [2.16043, -1.44115, -0.14585], [1.81210, -0.82316, -1.59085], [-0.58632, -3.19453, 0.78926], [-0.52833, -3.25992, -0.98457], [-1.84426, -2.43755, 0.12995], [-0.42039, 3.98568, 0.24358], [0.92961, 2.88137, -0.18225], [0.56624, 3.11529, 1.58007], [-1.11495, 1.98195, -0.63447], [-1.73063, 2.13787, 0.94139]], "forces_ev_per_angstrom": [[-0.27, 2.12, -0.55], [-0.83, 0.87, 0.02], [-2.00, 0.40, -2.71], [-2.22, 1.59, -3.82], [2.72, 2.19, -0.49], [0.83, -2.54, 0.10], [0.43, -0.67, 0.50], [1.35, -0.64, -0.44], [2.78, -0.50, 2.83], [-1.21, -0.45, 0.16], [1.57, -2.17, 3.03], [-0.88, 0.05, 1.16], [1.35, 0.04, -1.05], [0.65, -0.52, 0.61], [-0.86, 0.29, 1.05], [-0.69, 0.08, -0.85], [-0.46, -0.78, -0.91], [-2.28, 0.63, 1.33]], "e_tot_ev": -7886.984, "fmax_ha_per_bohr": 0.0912}

***

Entry 3:
{"formula": "C12H23IrO4P2S6", "method": "ωB97M-V/def2-TZVPD", "species": ["Ir", "O", "C", "S", "C", "C", "S", "S", "S", "C", "P", "C", "C", "O", "H", "H", "H", "H", "H", "H", "H", "H", "H", "C", "C", "C", "O", "P", "S", "S", "O", "C", "C", "C", "H", "H", "H", "H", "H", "H", "H", "H", "H", "H", "H", "H", "H", "H"], "positions_angstrom": [[0.76260, 0.23953, 0.78874], [1.60498, 5.00079, 5.55876], [1.50134, 4.16469, 4.72710], [1.43654, 4.52672, 2.96559], [1.31106, 2.87589, 2.46478], [1.27399, 1.90106, 3.44521], [1.16879, 0.27250, 3.00930], [1.36151, 2.41155, 5.09687], [1.25944, 2.43117, 0.83216], [4.83140, -1.46961, -0.89948], [4.22514, -0.29267, 0.29829], [4.84677, 1.31971, -0.15722], [4.91530, -0.72642, 1.88800], [2.72217, -0.31046, 0.33858], [5.92123, -1.46534, -0.93778], [4.43409, -1.21522, -1.88213], [4.48364, -2.46592, -0.62623], [5.93676, 1.33089, -0.19048], [4.49740, 2.05705, 0.56603], [4.45409, 1.58139, -1.14032], [6.00556, -0.71804, 1.86406], [4.56887, -1.72427, 2.15873], [4.56220, -0.01831, 2.63824], [-4.97571, -2.32241, -0.35920], [-3.61640, -2.80283, 0.09662], [-2.83682, -3.53474, -0.97178], [-2.83468, -1.66965, 0.63867], [-2.00378, -0.57273, -0.08325], [-1.43285, 0.80126, 1.24069], [-0.21162, -1.18384, -0.79036], [-2.94173, -0.08085, -1.23839], [-2.54885, 0.86331, -2.29934], [-2.95991, 2.25915, -1.88864], [-3.22939, 0.37857, -3.55762], [-5.57193, -3.18799, -0.65002], [-4.89272, -1.65493, -1.21479], [-5.49491, -1.80236, 0.44480], [-3.72458, -3.42946, 0.97924], [-2.72799, -2.92322, -1.87061], [-3.37816, -4.44047, -1.24464], [-1.84743, -3.82146, -0.61737], [-1.46441, 0.79675, -2.40928], [-4.04236, 2.31398, -1.76623], [-2.66307, 2.96399, -2.66581], [-2.48656, 2.55521, -0.95346], [-4.31313, 0.42228, -3.44203], [-2.94193, -0.64729, -3.78732], [-2.94394, 1.01304, -4.39667]], "forces_ev_per_angstrom": [[-0.53, 0.24, 0.18], [0.03, 0.01, 0.01], [-0.06, -0.01, -0.01], [0.03, -0.05, 0.04], [-0.01, 0.14, 0.05], [-0.01, 0.07, 0.13], [0.27, -0.21, 0.21], [0.03, 0.04, -0.04], [0.26, 0.25, -0.18], [-0.01, -0.06, -0.05], [-0.04, 0.12, 0.11], [0.05, 0.07, -0.03], [0.06, -0.03, 0.06], [0.09, -0.44, -0.39], [-0.01, 0.01, 0.01], [0.01, -0.01, 0.00], [0.01, 0.00, -0.01], [-0.01, -0.01, 0.00], [0.01, 0.00, 0.00], [0.01, 0.02, 0.00], [-0.01, 0.01, 0.00], [0.01, 0.01, 0.02], [0.01, 0.00, 0.00], [0.01, 0.04, 0.03], [-0.01, 0.02, -0.06], [0.04, 0.03, -0.02], [0.00, 0.06, 0.03], [-0.53, -0.21, -0.13], [-0.38, 0.26, 0.26], [0.67, -0.31, -0.26], [-0.01, 0.00, 0.00], [0.00, 0.04, -0.01], [-0.03, -0.02, 0.03], [-0.01, -0.03, 0.01], [-0.01, 0.01, 0.02], [0.01, -0.02, -0.03], [0.01, -0.01, 0.00], [0.03, -0.03, 0.01], [-0.02, -0.01, 0.00], [0.00, 0.01, -0.01], [-0.01, -0.02, 0.01], [0.02, -0.02, 0.04], [0.01, 0.00, -0.01], [-0.01, 0.00, 0.00], [0.02, 0.00, -0.02], [0.01, 0.01, -0.01], [0.02, 0.01, -0.01], [-0.01, 0.00, 0.01]], "e_tot_ev": -107435.387, "fmax_ha_per_bohr": 0.0153, "total_charge": 1, "multiplicity": 2, "s_squared": 0.759}

***

Entry 4:
{"formula": "C5H8BN", "method": "ωB97M-V/def2-TZVPD", "species": ["B", "N", "C", "C", "C", "C", "C", "H", "H", "H", "H", "H", "H", "H", "H"], "positions_angstrom": [[-1.11431, 1.25895, 0.32434], [-0.30412, 0.72120, 1.31170], [0.72693, -0.17682, 0.77740], [-0.12219, -1.41849, 0.45976], [-0.73901, -1.18363, -0.72554], [-0.44155, 0.25534, -1.13643], [0.98668, 0.30531, -0.63578], [-1.81206, 2.14296, 0.17466], [-0.25888, 1.06003, 2.29579], [1.60374, -0.44927, 1.45219], [-0.03323, -2.28794, 0.92749], [-1.45770, -1.85245, -1.23774], [-0.79455, 0.52633, -2.16987], [1.69330, -0.60518, -1.07839], [1.50365, 1.28196, -0.79173]], "forces_ev_per_angstrom": [[2.44, -2.58, -2.45], [-0.30, 2.68, 1.98], [-0.18, -1.89, 0.81], [0.37, 2.72, -4.04], [-0.71, 0.07, 1.19], [-1.98, 0.20, 1.03], [3.00, -1.16, -1.61], [-1.06, 0.88, 0.42], [0.05, -0.62, -1.36], [-1.18, 0.96, -0.77], [0.03, -3.51, 2.21], [0.58, 0.49, 0.40], [0.89, -0.09, 1.09], [-1.65, 2.47, 0.56], [-0.29, -0.63, 0.54]], "e_tot_ev": -7479.367, "fmax_ha_per_bohr": 0.0950}

***

Entry 5:
{"formula": "C10H20N2PSSc", "method": "ωB97M-V/def2-TZVPD", "species": ["C", "C", "C", "C", "C", "Sc", "P", "H", "H", "H", "H", "H", "H", "H", "H", "C", "C", "N", "C", "S", "N", "C", "C", "H", "H", "H", "H", "H", "H", "H", "H", "H", "H", "H", "H"], "positions_angstrom": [[0.11400, -0.38554, -1.18836], [0.89671, -0.45717, -2.38919], [1.20479, -1.80437, -2.68306], [0.56814, -2.62863, -1.72425], [-0.08240, -1.77770, -0.74648], [0.01409, 0.01700, 1.82305], [-1.75351, 1.73740, 1.47041], [-0.52845, 0.47745, -0.79525], [1.19441, 0.43370, -2.95873], [1.81065, -2.17194, -3.56039], [-0.84869, -2.06342, 0.06786], [0.57884, -3.71354, -1.66619], [-3.15047, 1.26384, 1.42631], [-1.81046, 2.66482, 0.38418], [-1.92893, 2.69843, 2.55575], [1.43627, 3.56307, 4.37749], [1.02132, 2.15123, 3.89299], [1.47133, 1.84151, 2.52452], [2.26170, 0.76005, 2.16924], [2.19144, 0.05816, 0.59191], [3.03683, 0.12081, 3.07807], [4.00563, 0.81966, 3.95693], [4.22178, -0.04982, 5.19188], [2.53417, 3.70922, 4.26791], [1.17079, 3.68260, 5.41945], [0.92842, 4.32227, 3.78993], [1.40389, 1.38188, 4.55526], [-0.07170, 2.07364, 3.90381], [1.26979, 2.57332, 1.78244], [3.45519, -0.72126, 2.64852], [4.95808, 0.99233, 3.44536], [3.63345, 1.79642, 4.24722], [4.71238, -1.00451, 4.89629], [4.84441, 0.41974, 5.90123], [3.26934, -0.31285, 5.64312]], "forces_ev_per_angstrom": [[-1.34, -1.54, -0.42], [-0.34, 0.92, 0.88], [-0.10, -0.39, -0.18], [-0.17, 0.83, 1.30], [-0.73, 0.92, -0.45], [1.77, -1.00, -1.54], [-1.90, 0.54, 0.60], [1.11, -1.04, -0.73], [-0.05, -0.56, 0.19], [-0.81, 0.52, 1.15], [1.11, 0.13, -1.31], [0.12, 0.22, -0.10], [1.12, 0.55, -0.02], [-0.07, -0.15, 0.23], [-0.02, -0.36, -0.80], [0.74, -0.79, -0.58], [0.12, 0.88, 0.22], [-0.93, 1.22, -1.15], [-0.11, -0.94, -1.87], [0.00, 1.45, 0.90], [1.28, -0.48, 1.53], [-0.24, -0.61, 0.24], [-0.17, -1.08, -1.22], [-0.70, -0.05, 0.09], [-0.09, 0.08, 0.21], [-0.04, 0.14, -0.03], [0.09, -0.10, 0.03], [0.16, 0.05, 0.17], [0.66, -1.41, 1.32], [-0.47, 0.81, 0.40], [-0.08, -0.04, -0.14], [-0.24, 0.05, -0.09], [-0.29, 0.55, 0.18], [0.74, 0.61, 0.89], [-0.10, 0.08, 0.11]], "e_tot_ev": -54492.915, "fmax_ha_per_bohr": 0.0496}

***

Entry 6:
{"formula": "C6H9N4", "method": "ωB97M-V/def2-TZVPD", "species": ["N", "C", "N", "C", "N", "N", "C", "C", "C", "C", "H", "H", "H", "H", "H", "H", "H", "H", "H"], "positions_angstrom": [[2.12700, 1.70484, -0.12693], [1.40723, 0.56628, 0.37107], [1.79405, -0.73003, -0.02369], [1.01762, -1.75482, -0.24637], [-0.21872, -1.78063, 0.11599], [-0.94486, -0.70730, 0.24122], [-2.33599, -0.70517, 0.08258], [-2.61102, 0.65823, -0.20269], [-1.39871, 1.40538, -0.11566], [-0.39921, 0.48664, 0.08229], [2.28172, 2.43987, 0.51554], [1.75224, 1.99167, -1.04301], [1.49155, 0.45660, 1.51747], [2.54854, -0.56185, -0.63579], [1.58956, -2.68737, -0.39560], [-0.53918, -2.62604, 0.40890], [-2.76044, -1.71654, 0.04719], [-3.59099, 1.11514, -0.62149], [-1.21043, 2.44511, 0.02901]], "forces_ev_per_angstrom": [[-1.17, -2.75, -1.77], [-5.00, 1.63, 3.74], [0.94, 1.22, -2.42], [2.03, -1.47, 1.16], [2.15, -0.85, -1.26], [-2.24, 1.03, 0.73], [0.66, 1.70, -0.96], [-2.04, -0.75, -0.69], [0.72, -1.18, 0.34], [3.85, 2.57, 0.90], [-0.04, 0.60, 0.62], [0.48, 0.19, 0.82], [-0.24, 1.11, -1.59], [1.83, -0.92, -0.77], [-0.91, 0.29, -0.33], [-1.80, -2.85, 0.75], [-0.52, 1.00, -0.12], [1.70, -1.11, 1.40], [-0.38, 0.57, -0.53]], "e_tot_ev": -12318.257, "fmax_ha_per_bohr": 0.1255, "total_charge": 1}